80
Properties=species:S:1:pos:R:3:mulliken_charge:R:1 method="wB97M-V/def2-TZVPD" gap_ev=4.90 total_charge=+2 relative_energy_ev=2.023 energy_ha=-2358.9291 homo_ev=-13.1
H -0.958 2.842 -3.642 0.50
H 3.893 -2.504 -0.362 0.28
C 2.320 -2.201 1.715 -1.12
C -3.926 -0.745 2.999 -0.80
C 3.852 0.950 -1.036 -0.87
C 3.991 -1.601 -0.981 -0.87
H 1.741 1.852 1.632 0.87
H 3.314 -2.577 1.536 0.87
H -3.637 -0.389 3.994 0.28
H -4.972 -0.488 2.867 0.47
H 4.773 -1.055 -2.931 0.27
H 0.497 2.772 -0.682 1.11
C 2.027 -0.856 1.881 -0.25
H -2.673 -3.283 -1.165 0.51
Hf -0.649 -1.776 0.041 0.13
H 3.044 -2.275 -4.210 0.39
H 4.159 0.666 -3.181 0.49
C 4.261 -1.885 -2.434 -0.88
H -5.142 2.947 -1.876 0.52
H 1.468 1.296 -0.673 -2.90
P -0.832 0.759 -0.957 1.24
H -0.612 -0.945 -5.790 0.51
H -0.688 1.766 -6.139 0.47
H -0.849 -1.375 -3.181 0.65
N 0.670 -0.698 2.065 0.38
H 0.896 -1.577 -2.855 0.79
H 1.360 0.741 6.922 0.47
O -3.050 1.170 1.699 -0.46
C 1.119 -2.952 1.828 -1.48
H 3.182 1.568 -0.424 0.29
H 3.120 1.998 -2.752 0.46
H 2.677 0.008 1.932 0.81
C -2.367 -2.229 -1.297 -1.36
C -4.118 2.864 -1.548 -0.67
H -2.278 -2.069 -2.374 0.64
N -2.114 1.975 -0.959 1.45
N -0.902 0.789 -2.954 0.83
O -1.984 -3.227 1.270 -0.67
C -2.038 3.360 -0.779 -0.74
H 4.920 -2.757 -2.541 0.51
C -3.667 -2.229 2.828 -0.54
C 2.919 -2.180 -3.116 -1.45
H -1.979 1.847 4.349 0.58
H -3.264 -1.654 -1.014 0.34
C -2.643 -2.252 1.751 0.25
C 3.356 0.953 -2.492 -1.60
H -1.084 1.901 6.948 0.47
N -0.080 0.896 3.942 0.55
C 0.709 0.872 6.068 -0.61
H -4.566 -2.770 2.522 0.31
H -0.610 -2.157 3.013 0.66
H -3.300 -2.693 3.751 0.32
H -3.516 4.970 -1.047 0.51
H 4.200 -0.343 0.682 1.39
C 0.978 0.477 4.765 -0.39
C -3.387 1.686 -1.476 -0.80
C -3.265 3.924 -1.109 -0.91
C 2.086 0.161 -2.679 0.53
C -0.851 1.805 -3.921 -0.65
C 0.557 1.757 -0.270 0.77
C -0.820 -0.407 -3.670 -0.70
C 1.890 -1.158 -2.798 -0.42
C -1.055 1.498 4.775 -0.47
H 0.326 2.909 1.594 0.55
C 0.099 -2.023 2.203 -0.11
P -0.342 0.767 2.253 -0.25
H 1.254 0.837 -2.884 0.51
H -1.141 3.819 -0.416 0.46
N -2.346 -1.010 1.272 1.03
H 4.810 1.485 -0.966 0.53
C -0.704 -0.173 -5.030 -1.10
H 1.800 -0.087 4.359 0.45
C -0.585 1.505 6.080 -0.76
C 3.955 -0.406 -0.385 -0.14
C 0.698 1.910 1.285 -1.19
H 2.545 -3.147 -2.766 0.34
H -3.651 0.669 -1.731 0.41
H 1.020 -4.027 1.937 0.71
C -0.735 1.240 -5.195 -0.82
C -3.111 -0.031 1.930 0.11